No. 1
Below is a 2-piece molecular cluster, C6H12ClN2O3 overall, with properties calculated with ωB97M-V/def2-TZVPD.

Values from the calculation:
energy relative to the best compared isomer or geometry (same formula, charge and spin) = 0.0 kcal/mol
net charge = -1
HOMO level = -4.512 eV
frontier orbital gap = 7.69 eV
electronic energy = -1031.16521 Eh
max |F| = 5.92 eV/A

Structure (XYZ):
```
24
Properties=species:S:1:pos:R:3:lowdin_charge:R:1
C -3.57079 1.95575 0.79994 -0.65
C 1.39807 -0.55141 0.61061 -0.26
C 2.45456 0.45991 0.12636 -0.27
C 0.03213 -0.24099 0.29233 -0.20
C 2.14622 1.72350 0.90102 -0.13
C -0.44046 0.32123 -0.77915 -0.08
N -2.08342 0.56954 -0.86714 -0.45
N -0.28804 -3.45296 -1.40012 0.01
O -3.39802 1.97549 1.99678 0.02
O -2.54264 0.65256 0.39747 -0.31
O -4.12512 2.36442 -0.16950 0.06
Cl -2.85776 -0.97205 -1.52169 0.40
H 1.71178 -1.51446 0.11284 0.12
H 1.35286 -0.66635 1.67371 0.10
H 2.58070 0.43998 -1.06007 0.14
H 3.50412 0.11202 0.37640 0.10
H -0.79544 -0.59604 0.95473 0.13
H 2.75144 2.64221 0.46287 0.10
H 1.17945 2.00257 0.84025 0.02
H 2.49981 1.75161 1.94686 0.08
H 0.02480 0.76496 -1.66441 0.10
H -0.63503 -3.12398 -2.30181 0.00
H 0.15361 -2.75396 -0.87599 -0.06
H -1.05284 -3.86356 -0.85230 0.01
```

=====

No. 2
Below is one molecule with the formula C6H12ClO2P, with properties calculated with ωB97M-V/def2-TZVPD.

Values from the calculation:
energy relative to the best compared isomer or geometry (same formula, charge and spin) = 22.4 kcal/mol
net charge = 0
HOMO level (alpha / beta) = -7.727 / -8.401 eV
frontier orbital gap (alpha / beta) = 5.81 / 7.59 eV
electronic energy = -1187.77512 Eh
max |F| = 4.38 eV/A

Structure (XYZ):
```
22
Properties=species:S:1:pos:R:3:lowdin_charge:R:1
C -1.01560 0.09449 0.60335 -0.10
C -0.37959 -1.31269 1.22233 -0.38
C -0.21140 0.95220 -0.22933 -0.23
C 0.41454 -2.17510 0.29264 -0.04
C 0.32342 0.53737 -1.58161 -0.03
C -0.10593 2.40035 0.24721 -0.06
O 1.96398 0.83632 3.46413 -0.43
O 0.43226 -0.82980 2.21694 -0.32
P 1.74744 0.32113 2.13252 0.36
Cl 3.45869 -0.73608 1.76641 0.25
H -1.81709 -0.36380 0.13369 0.11
H -1.32331 0.65057 1.38160 0.08
H -1.05008 -1.89855 1.74625 0.13
H 0.45540 -3.11292 0.70566 0.06
H 1.40513 -1.68842 0.08380 0.06
H -0.12044 -2.26998 -0.61463 0.07
H 1.23182 -0.01050 -1.32296 0.08
H 0.55549 1.41115 -2.14451 0.07
H -0.31225 -0.15990 -2.16631 0.10
H -1.00194 2.91121 0.00472 0.08
H 0.66800 2.91454 -0.24034 0.06
H 0.09154 2.38573 1.34278 0.08
```

=====

No. 3
Below is a 2-piece molecular cluster, C6H12F4 overall, with properties calculated with ωB97M-V/def2-TZVPD.

Values from the calculation:
energy relative to the best compared isomer or geometry (same formula, charge and spin) = 0.0 kcal/mol
net charge = 0
SMILES = CCC(F)F.CCC(F)F
HOMO level = -11.837 eV
frontier orbital gap = 12.91 eV
electronic energy = -635.29406 Eh
max |F| = 0.63 eV/A

Structure (XYZ):
```
22
Properties=species:S:1:pos:R:3:lowdin_charge:R:1
C 4.53710 0.35316 1.57590 -0.10
C 3.04352 0.45617 1.87313 -0.19
C 2.20665 -0.11789 0.76209 -0.42
F 2.44866 -1.46010 0.62780 0.04
F 0.87525 0.01723 1.04819 0.03
H 5.11758 0.79532 2.40303 0.08
H 4.78541 0.89053 0.64522 0.08
H 4.83462 -0.70288 1.46248 0.08
H 2.77917 -0.08750 2.80050 0.13
H 2.73784 1.51214 2.00330 0.11
H 2.38741 0.35052 -0.22675 0.16
C -1.70531 3.32403 1.64413 -0.10
C -0.18720 3.25500 1.50163 -0.19
C 0.23502 3.01391 0.07758 -0.42
F -0.14733 4.06299 -0.71701 0.04
F 1.59813 2.92880 -0.00859 0.03
H -1.97790 3.48705 2.70041 0.08
H -2.17024 2.38421 1.30182 0.08
H -2.11041 4.15598 1.04382 0.08
H 0.29149 4.19647 1.83318 0.13
H 0.23057 2.43172 2.11247 0.11
H -0.18846 2.09094 -0.36816 0.16
```

=====

No. 4
Below is one molecule with the formula C6H12FNO, with properties calculated with ωB97M-V/def2-TZVPD.

Values from the calculation:
energy relative to the best compared isomer or geometry (same formula, charge and spin) = 28.9 kcal/mol
net charge = 0
SMILES = C=CC[C@](F)(CO)NC
HOMO level = -9.319 eV
frontier orbital gap = 10.22 eV
electronic energy = -465.58609 Eh
max |F| = 4.90 eV/A

Structure (XYZ):
```
21
Properties=species:S:1:pos:R:3:lowdin_charge:R:1
C 1.08056 -3.04781 0.24088 -0.03
C 0.19788 -2.11295 0.01019 -0.15
C 0.23606 -0.62862 0.55120 -0.11
C -0.36148 0.52662 -0.20122 -0.44
F -1.79891 0.32486 -0.31621 -0.06
C 0.13757 0.58001 -1.80270 -0.14
O -0.70743 -0.21751 -2.59725 -0.05
N -0.20869 1.90555 0.18341 -0.07
C -0.07821 2.12396 1.65145 -0.10
H 0.87773 -4.05903 0.03566 0.03
H 1.91090 -2.99229 1.08677 0.11
H -0.67108 -2.28371 -0.64995 0.11
H 1.19642 -0.29049 0.68400 0.09
H -0.28993 -0.61660 1.54268 0.13
H 0.10614 1.62490 -2.00160 0.09
H 1.14841 0.13623 -1.77813 0.13
H -1.60302 -0.04562 -2.35225 0.06
H -1.02414 2.51583 -0.14875 0.16
H -0.16721 3.16834 1.91778 0.07
H -0.93843 1.50529 2.15741 0.12
H 0.95685 1.88304 1.78665 0.07
```

=====

No. 5
Below is an isolated ion of composition C6H12N and charge +1, with properties calculated with ωB97M-V/def2-TZVPD.

Values from the calculation:
energy relative to the best compared isomer or geometry (same formula, charge and spin) = 127.8 kcal/mol
net charge = +1
HOMO level (alpha / beta) = -13.442 / -13.887 eV
frontier orbital gap (alpha / beta) = 8.28 / 8.95 eV
electronic energy = -290.11831 Eh
max |F| = 4.06 eV/A

Structure (XYZ):
```
19
Properties=species:S:1:pos:R:3:lowdin_charge:R:1
C 1.19902 -1.30864 -0.46533 -0.06
C 1.67470 -0.05359 0.44892 -0.04
C -0.16716 -1.02468 0.09371 -0.15
C 1.71104 1.19733 -0.26821 -0.09
C -2.26603 0.39679 0.29984 -0.07
C -1.26200 -0.29245 -0.63024 -0.22
N 0.35409 -0.37814 1.34361 0.11
H 1.44812 -1.05499 -1.52765 0.13
H 1.90123 -2.16749 -0.26661 0.13
H 2.25188 2.12921 0.12263 0.12
H 0.70582 1.51445 -0.61433 0.09
H 2.30663 1.12126 -1.22986 0.12
H -2.23306 -0.25435 1.21837 0.10
H -3.13536 0.06585 -0.17224 0.07
H -2.06508 1.44507 0.35420 0.08
H -1.04557 0.51589 -1.44469 0.16
H -1.61282 -1.20407 -1.13403 0.13
H 0.44826 -1.06409 2.14758 0.20
H -0.21373 0.41663 1.72433 0.17
```

=====

No. 6
Below is an isolated ion of composition C6H12N and charge +1, with properties calculated with ωB97M-V/def2-TZVPD.

Values from the calculation:
energy relative to the best compared isomer or geometry (same formula, charge and spin) = 33.1 kcal/mol
net charge = +1
SMILES = CC1(C)C=CC[NH2+]1
HOMO level = -14.304 eV
frontier orbital gap = 10.95 eV
electronic energy = -290.26918 Eh
max |F| = 4.53 eV/A

Structure (XYZ):
```
19
Properties=species:S:1:pos:R:3:lowdin_charge:R:1
C 1.42176 -0.44699 -1.18719 -0.03
C 0.50573 -0.16312 0.06373 -0.53
C 1.13269 -0.26654 1.42168 -0.02
C -0.71018 -1.13578 -0.18135 -0.01
C -1.84484 -0.45668 -0.32352 -0.06
C -1.74162 0.99254 0.03024 -0.08
N -0.23490 1.10988 -0.01861 0.07
H 2.30895 0.19451 -1.34227 0.09
H 0.82577 -0.38848 -2.15858 0.11
H 1.78480 -1.58841 -1.16396 0.15
H 0.38769 -0.71794 2.15731 0.12
H 1.56533 0.75033 1.69451 0.11
H 2.08467 -0.87538 1.54572 0.12
H -0.50411 -2.15663 -0.29655 0.11
H -2.90984 -0.91353 -0.43157 0.16
H -2.26041 1.58491 -0.72693 0.14
H -2.03007 1.22352 1.07315 0.15
H -0.02131 1.53530 -0.95198 0.19
H 0.23990 1.71851 0.79616 0.23
```

=====

No. 7
Below is an isolated ion of composition C6H12N and charge +1, with properties calculated with ωB97M-V/def2-TZVPD.

Values from the calculation:
energy relative to the best compared isomer or geometry (same formula, charge and spin) = 52.9 kcal/mol
net charge = +1
SMILES = C=C1C[NH2+]C1(C)C
HOMO level = -14.200 eV
frontier orbital gap = 10.88 eV
electronic energy = -290.23758 Eh
max |F| = 4.52 eV/A

Structure (XYZ):
```
19
Properties=species:S:1:pos:R:3:lowdin_charge:R:1
C -1.94528 1.25042 0.20307 0.11
C -1.06497 0.26183 0.10285 -0.22
C -1.12501 -1.23220 0.09310 -0.12
N 0.14269 -1.44656 -0.52272 0.15
C 0.49930 0.08452 -0.19132 -0.41
C 1.30980 0.15559 1.21693 0.03
C 0.99602 0.86893 -1.27174 -0.04
H -1.68208 2.27757 0.44977 0.08
H -2.93751 0.98415 0.59103 0.09
H -0.98023 -1.48362 1.16082 0.15
H -1.97241 -1.81738 -0.30208 0.16
H 0.87360 -2.05478 -0.07411 0.21
H 0.03950 -1.56934 -1.46741 0.14
H 0.66861 -0.35534 1.97273 0.09
H 1.28512 1.25515 1.46175 0.12
H 2.25390 -0.41584 1.17973 0.09
H 0.81588 1.97350 -0.98127 0.15
H 0.67657 0.58225 -2.25987 0.09
H 2.14650 0.68113 -1.36124 0.14
```

=====

No. 8
Below is an isolated ion of composition C6H12N and charge +1, with properties calculated with ωB97M-V/def2-TZVPD.

Values from the calculation:
energy relative to the best compared isomer or geometry (same formula, charge and spin) = 76.9 kcal/mol
net charge = +1
SMILES = C[NH+](C)C1(C)C=C1
HOMO level = -14.910 eV
frontier orbital gap = 12.10 eV
electronic energy = -290.19935 Eh
max |F| = 3.32 eV/A

Structure (XYZ):
```
19
Properties=species:S:1:pos:R:3:lowdin_charge:R:1
C 1.18408 -1.23433 0.23244 -0.04
N -0.17730 -0.78100 0.01943 -0.11
C -1.11444 -1.05597 1.21182 0.05
C -0.13050 0.67571 -0.62541 -0.35
C 0.55565 1.55762 0.43423 0.00
C -1.18122 1.16806 -1.62573 0.11
C -0.03717 0.79942 -2.09614 0.05
H 1.12551 -2.26224 0.48031 0.09
H 1.89123 -1.01437 -0.65733 0.15
H 1.68123 -0.82303 1.15453 0.12
H -0.50349 -1.33588 -0.69285 0.12
H -0.69919 -0.97441 2.20638 0.10
H -1.85565 -0.34764 1.30840 0.07
H -1.43406 -2.12747 1.03886 0.14
H -0.00596 1.48420 1.29887 0.06
H 0.50484 2.57263 0.21016 0.07
H 1.66223 1.35261 0.57096 0.11
H -2.19050 1.56667 -1.56510 0.13
H 0.72471 0.77942 -2.90385 0.14
```

=====

No. 9
Below is C6H12N as an isolated structure, with properties calculated with ωB97M-V/def2-TZVPD.

Values from the calculation:
multiplicity = 3
<S²> = 2.007
energy relative to the best compared isomer or geometry (same formula, charge and spin) = 68.1 kcal/mol
net charge = +1
HOMO level (alpha / beta) = -10.319 / -15.903 eV
frontier orbital gap (alpha / beta) = 5.89 / 7.20 eV
electronic energy = -290.04428 Eh
max |F| = 9.00 eV/A

Structure (XYZ):
```
19
Properties=species:S:1:pos:R:3:mulliken_spin:R:1
C -0.40024 -0.87732 -0.14068 0.09
C -0.14726 -0.75801 1.29085 0.07
C 0.69758 0.46138 1.27477 0.78
C -1.24767 -1.84847 -0.86806 0.06
C 0.22946 1.75855 1.57996 0.00
C 0.67788 0.46511 -1.89350 0.06
N 0.33244 0.12857 -0.52731 0.66
H -1.13945 -0.44585 1.85922 0.04
H 0.20443 -1.54152 1.95645 0.01
H 1.75165 0.27605 1.24782 0.03
H -1.94419 -1.29270 -1.51333 0.00
H -1.62591 -2.62063 -0.16516 0.00
H -0.60323 -2.29625 -1.63732 0.01
H -0.71479 1.75556 1.14984 0.02
H 0.81076 2.47907 1.09779 0.02
H 0.08804 2.10672 2.56836 0.06
H 1.58912 1.01646 -1.77879 0.04
H 0.14173 1.20448 -2.47403 0.04
H 0.88194 -0.42900 -2.52694 0.01
```

=====

No. 10
Below is a 2-piece molecular cluster, C6H12N2 overall, with properties calculated with ωB97M-V/def2-TZVPD.

Values from the calculation:
multiplicity = 2
<S²> = 0.759
energy relative to the best compared isomer or geometry (same formula, charge and spin) = 18.3 kcal/mol
net charge = -1
HOMO level (alpha / beta) = 1.525 / -3.158 eV
frontier orbital gap (alpha / beta) = 2.54 / 7.05 eV
electronic energy = -345.25099 Eh
max |F| = 1.33 eV/A

Structure (XYZ):
```
20
Properties=species:S:1:pos:R:3:mulliken_spin:R:1
C 0.70429 -1.51893 -1.50844 0.11
C -0.23216 -2.72786 -1.34084 0.31
H 0.92142 -1.46410 -2.57427 -0.11
H 0.17229 -0.61382 -1.20144 0.03
H 1.63850 -1.64383 -0.97317 -0.04
H -1.21380 -2.46823 -1.74544 -0.09
H -0.32948 -3.09998 -0.31958 -0.07
H 0.06136 -3.56076 -1.98407 -0.05
C 1.56025 2.02083 1.62942 0.16
C -1.39592 1.65825 -0.32546 0.30
C 0.28608 1.51659 1.00742 0.00
C -0.63689 0.61090 1.51982 0.27
N -0.18866 2.16285 -0.08012 0.00
N -1.70761 0.62606 0.58061 0.10
H -2.16340 1.91527 -1.03129 0.01
H -2.64294 0.40156 0.87704 0.03
H -0.51231 -0.20359 2.20710 0.15
H 2.42680 1.43379 1.27914 0.00
H 1.52067 1.91301 2.70618 -0.17
H 1.73150 3.04201 1.27737 0.04
```